Below is a molecular structure, C29H35Br66O3 in a non-equilibrium geometry, with properties calculated with wB97M-V/def2-TZVPD.

XYZ file:
```
133
Properties=species:S:1:pos:R:3:forces:R:3:lowdin_charge:R:1
C 0.311 5.186 0.253 -0.3748 -0.6135 -0.0661 -0.09
C 0.535 5.936 -1.204 1.0382 0.4761 0.4251 -0.35
C 1.731 5.214 -2.123 -0.4018 1.1877 -0.0695 -0.10
C -0.842 6.231 -2.036 0.6704 0.0017 0.0528 -0.28
C -1.673 7.445 -1.241 0.9460 -0.3916 -0.6584 -0.09
C -1.810 4.914 -2.272 -1.3196 2.8053 -0.6525 -0.20
O -1.113 3.661 -2.519 -0.5445 -0.9699 3.9305 -0.10
C -1.214 2.674 -1.452 2.2426 -2.6544 -0.4269 -0.64
O -0.314 1.650 -1.501 -5.1610 8.0060 -4.8952 -0.61
O -2.196 2.590 -0.365 6.0783 4.9766 -5.0959 -0.74
H -0.844 5.030 0.486 2.3853 0.3814 -0.4753 0.08
H 0.772 4.086 0.219 -0.9113 2.4763 0.1519 0.07
H 0.780 5.796 1.161 -0.9235 -1.3392 -2.0831 0.09
H 0.990 7.006 -0.932 -1.0363 -2.1628 -0.7421 0.12
H 1.846 5.912 -3.073 -0.2001 -1.6109 1.8061 0.02
H 1.453 4.133 -2.471 0.6171 2.0377 0.8611 0.08
H 2.769 5.283 -1.551 -2.2812 -0.4320 -1.0971 0.09
H -0.517 6.612 -3.118 -0.6584 -0.6444 2.3503 0.14
H -0.871 8.284 -0.967 -1.8511 -1.7822 -0.6070 0.09
H -2.460 7.900 -1.983 1.2954 -0.8841 1.7395 0.08
H -2.136 7.031 -0.239 0.7633 0.8895 -2.1350 0.09
H -2.421 5.162 -3.268 1.2540 -0.7801 2.1464 0.15
H -2.599 4.923 -1.413 1.6830 -0.6082 -1.4457 0.10
C 0.247 1.572 2.277 -0.1445 0.2312 -0.3442 -1.48
Br 1.738 0.323 2.284 0.2654 -0.1536 0.4326 0.50
Br -0.612 1.663 0.534 4.4400 -2.3809 11.2069 0.94
Br -1.029 1.184 3.693 0.1265 -0.0900 0.4535 0.52
H 0.660 2.565 2.482 -0.0714 -0.4233 0.1146 -0.03
C -5.266 1.959 -2.301 -0.7875 0.5980 -1.4855 -1.56
Br -3.462 2.417 -1.736 -7.3077 -2.3877 -1.9459 1.06
Br -5.322 1.405 -4.165 -0.4182 -0.1704 -0.2699 0.48
Br -6.078 0.637 -1.128 0.1212 0.1742 -0.1669 0.53
H -5.867 2.870 -2.221 0.1253 -0.6460 -0.0254 -0.14
C 1.758 0.823 6.610 -0.1541 0.1335 -0.2230 -1.57
Br 3.624 0.655 6.083 -0.3656 -0.0077 0.2059 0.56
Br 1.045 -0.853 7.292 0.2352 0.4593 -0.0671 0.53
Br 1.489 2.288 7.861 0.1697 -0.3965 -0.2859 0.54
H 1.192 1.068 5.705 0.1730 -0.1340 0.3043 -0.08
C -1.520 -3.819 6.126 -0.0306 0.2303 -0.1975 -1.59
Br -2.758 -5.004 5.206 0.3457 0.2598 0.2699 0.56
Br -1.485 -4.155 8.042 0.0665 0.0382 -0.3855 0.54
Br 0.261 -3.887 5.347 -0.4845 -0.1488 0.2087 0.54
H -1.891 -2.798 5.987 0.1817 -0.4314 0.0655 -0.02
C 0.229 -2.350 -0.778 0.0356 0.4303 0.0216 -1.53
Br -0.138 -3.481 -2.318 0.0817 0.0061 0.2108 0.52
Br 1.850 -2.895 0.150 -0.3382 -0.0795 -0.2708 0.48
Br 0.268 -0.465 -1.257 0.4754 -3.6328 -0.4064 0.79
H -0.601 -2.485 -0.077 0.3648 -0.0161 -0.3022 -0.02
C -1.579 5.177 7.567 -0.1705 0.0562 -0.1621 -1.60
Br -2.063 3.417 8.240 0.0696 0.5515 -0.2009 0.50
Br -0.249 6.042 8.693 -0.1509 -0.2789 -0.2774 0.52
Br -1.019 5.112 5.705 -0.0967 -0.0344 0.4895 0.56
H -2.482 5.795 7.608 0.4194 -0.2473 0.0145 -0.07
C 4.251 8.230 -4.687 0.0548 0.1318 -0.1899 -1.60
Br 5.437 8.532 -3.174 -0.3285 -0.1195 -0.3448 0.55
Br 4.510 6.468 -5.469 -0.0988 0.4322 0.2660 0.55
Br 2.390 8.549 -4.223 0.4653 -0.0519 -0.0940 0.56
H 4.520 8.963 -5.455 -0.1285 -0.3453 0.3720 -0.03
C 5.625 2.152 2.925 -0.2820 -0.0782 -0.0579 -1.61
Br 5.846 3.964 3.598 -0.0105 -0.4366 -0.1696 0.54
Br 5.220 2.131 1.023 0.1655 0.0310 0.5354 0.55
Br 7.156 1.030 3.352 -0.3275 0.2762 -0.0932 0.54
H 4.760 1.723 3.441 0.3153 0.1713 -0.2239 -0.08
C 5.058 -5.220 0.057 -0.1675 0.2449 -0.1460 -1.58
Br 6.924 -5.389 -0.469 -0.4277 -0.0480 0.1414 0.55
Br 4.345 -6.896 0.740 0.2119 0.3365 -0.1383 0.57
Br 4.789 -3.756 1.309 0.3835 -0.5354 -0.1859 0.53
H 4.492 -4.976 -0.847 0.2047 -0.0902 0.3995 -0.02
C -6.619 2.505 -7.873 -0.1522 0.1746 -0.2336 -1.57
Br -4.809 1.816 -8.056 -0.3829 0.1347 0.1079 0.59
Br -7.822 1.186 -7.101 0.3450 0.3117 -0.2241 0.55
Br -6.658 4.184 -6.891 0.0194 -0.6476 -0.2320 0.52
H -6.984 2.718 -8.884 0.1782 -0.1308 0.4519 -0.02
C -6.199 -1.081 -10.126 0.0119 0.0401 0.2278 -1.60
Br -6.951 -0.210 -11.695 0.1688 -0.2234 0.3486 0.54
Br -7.466 -2.304 -9.300 0.3352 0.2749 -0.2901 0.53
Br -4.505 -1.952 -10.523 -0.4408 0.2682 0.0825 0.54
H -5.989 -0.295 -9.393 -0.0708 -0.3515 -0.3095 -0.12
C 6.333 -9.602 -1.713 -0.0159 0.1903 0.1792 -1.58
Br 6.750 -11.011 -0.438 -0.1052 0.3359 -0.3717 0.56
Br 7.925 -8.960 -2.629 -0.4226 -0.2075 0.1672 0.56
Br 4.948 -10.145 -2.965 0.3630 0.1142 0.2562 0.58
H 5.933 -8.760 -1.139 0.1601 -0.3306 -0.2212 -0.08
C -3.331 8.433 10.359 -0.2432 0.0715 -0.0584 -1.57
Br -2.709 9.193 8.679 -0.1150 -0.1987 0.3927 0.55
Br -3.593 6.510 10.230 0.0013 0.6376 0.1099 0.54
Br -2.167 8.908 11.843 -0.2347 -0.1618 -0.3890 0.56
H -4.311 8.876 10.567 0.4710 -0.1939 -0.0912 -0.02
C -4.450 2.002 11.238 0.0003 -0.1378 0.1948 -1.58
Br -3.400 3.546 11.784 -0.2909 -0.5456 -0.0467 0.51
Br -6.129 2.526 10.407 0.4567 -0.0952 0.1621 0.56
Br -3.428 0.795 10.105 -0.2656 0.2435 0.3161 0.53
H -4.703 1.449 12.149 0.1237 0.2211 -0.4076 -0.09
C -7.831 5.655 -2.718 -0.2924 -0.0507 0.1244 -1.56
Br -7.209 6.415 -4.397 -0.1005 0.0017 0.5039 0.53
Br -8.093 3.731 -2.847 -0.2403 0.6948 -0.0944 0.63
Br -6.667 6.129 -1.233 -0.2144 -0.1783 -0.4121 0.57
H -8.811 6.097 -2.510 0.4773 -0.1754 -0.1171 -0.03
C -8.355 1.517 2.384 0.2180 -0.0559 -0.1783 -1.61
Br -9.931 2.304 1.559 0.3644 -0.1690 0.2338 0.53
Br -7.086 2.874 2.961 -0.3890 -0.3701 -0.1404 0.55
Br -8.824 0.303 3.830 0.0735 0.3269 -0.3083 0.54
H -7.856 0.919 1.614 -0.1993 0.2916 0.3025 -0.06
C 6.040 -7.350 -5.584 -0.0477 -0.0957 0.1703 -1.61
Br 7.091 -5.806 -5.038 -0.2579 -0.3653 -0.1881 0.54
Br 4.361 -6.825 -6.415 0.4540 -0.1123 0.1898 0.56
Br 7.062 -8.557 -6.716 -0.2426 0.3066 0.2515 0.52
H 5.788 -7.903 -4.673 0.1270 0.2232 -0.3960 -0.10
C 2.105 -5.325 9.189 -0.0845 0.0915 -0.2086 -1.61
Br 3.971 -5.494 8.662 -0.4763 0.0370 0.1879 0.55
Br 1.392 -7.001 9.872 0.1908 0.4143 -0.1266 0.54
Br 1.836 -3.860 10.441 0.0818 -0.3908 -0.2965 0.53
H 1.539 -5.081 8.285 0.2077 -0.0884 0.3733 -0.07
C 10.673 -9.108 -8.804 0.1844 0.0154 -0.1232 -1.61
Br 11.130 -8.485 -7.019 -0.1491 -0.1713 -0.4419 0.55
Br 9.750 -10.819 -8.759 0.1485 0.4621 0.0213 0.53
Br 9.673 -7.772 -9.803 0.2179 -0.3569 0.2844 0.55
H 11.616 -9.267 -9.338 -0.4244 0.0338 0.2240 -0.08
C -3.860 -1.667 14.179 0.0424 -0.1831 0.1816 -1.59
Br -2.809 -0.123 14.725 -0.2829 -0.3328 -0.2351 0.56
Br -5.539 -1.143 13.349 0.4052 -0.0801 0.1381 0.57
Br -2.838 -2.874 13.047 -0.2726 0.3821 0.2513 0.56
H -4.112 -2.220 15.090 0.1008 0.2687 -0.4293 -0.03
C -4.918 -6.339 -10.754 0.2162 0.1252 -0.0088 -1.60
Br -4.995 -5.676 -8.927 -0.0329 -0.2062 -0.4947 0.54
Br -5.264 -8.251 -10.846 0.0366 0.4505 0.0309 0.55
Br -6.087 -5.334 -11.939 0.2328 -0.2952 0.3130 0.53
H -3.893 -6.183 -11.107 -0.4820 -0.0824 0.1601 -0.02
C 13.073 -12.168 -11.344 0.1736 -0.0596 -0.1462 -1.59
Br 13.530 -11.545 -9.558 -0.1188 -0.1453 -0.4096 0.57
Br 12.150 -13.880 -11.299 0.1922 0.4801 0.0303 0.56
Br 12.073 -10.832 -12.343 0.1921 -0.3055 0.3345 0.56
H 14.016 -12.327 -11.878 -0.4410 0.0782 0.2602 -0.02
```
Forces are in eV/Å.

As for the energy: -4659570.807 eV. Its charge is -1. The calculation puts the LUMO energy at 0.0151 Eh.